Density functional theory data (ωB97M-V with the def2-TZVPD basis set) for a molecular structure, C16H31F3HgP2.

Results
* charge: 0
* E_LUMO (spin up / spin down): -1.8 / -2.1 eV
* orbital gap (spin up / spin down): 3.302 / 2.294 eV
* F_max: 0.0879 hartree/bohr
* HOMO level (spin up / spin down): -5.125 / -4.395 eV

XYZ file:
```
53
Properties=species:S:1:pos:R:3:forces:R:3:lowdin_charge:R:1
H 2.29598 -0.22101 -1.86106 -0.26 0.27 1.23 0.11
C 0.76741 -1.68187 1.47886 0.76 -0.91 4.02 -0.19
C 0.16227 0.50532 -4.96739 -0.15 0.15 0.01 -0.34
H 2.76289 0.35405 3.33955 0.27 -0.19 -0.18 0.11
C 1.67644 -2.54888 0.70226 0.56 -0.48 -1.05 -0.18
H 4.44068 0.19255 1.75340 0.11 -0.10 -0.14 0.11
H 2.93990 -2.63318 -1.04234 -0.21 0.55 0.08 0.14
C -3.55422 2.71181 2.52687 3.35 -0.07 -2.42 -0.57
H 1.22245 -3.53962 0.58023 -0.13 0.26 0.04 0.13
H 0.05234 1.18115 -5.83096 0.13 -0.41 0.16 0.03
C 2.32073 -0.58710 -0.80856 3.03 0.34 0.63 -0.13
C -2.32931 -0.63703 2.44019 -0.25 1.20 0.34 -0.32
H 4.02261 -1.44313 1.26439 0.14 0.18 -0.15 0.11
H -2.20136 -1.21449 -1.85300 -0.40 0.62 0.43 0.05
F -3.86775 3.99980 2.81697 -0.86 0.53 0.70 -0.03
H 0.13925 3.02550 0.92637 -0.52 0.30 -0.25 -0.03
F -3.23525 2.11877 3.72418 -0.65 -0.23 1.19 -0.06
C 1.27120 -0.85319 2.50741 -0.42 -2.93 0.50 -0.29
P -2.11986 -0.94186 0.60052 0.74 -1.92 -1.31 0.89
H 1.96215 1.55941 -2.99895 -0.43 0.33 -0.09 0.02
C -0.53422 0.04800 -2.17269 0.46 -0.12 -0.22 -0.48
C -0.40411 2.12279 0.62368 0.94 1.25 -0.28 -0.27
H -4.29848 -1.80479 1.15182 0.05 0.22 -0.22 0.05
H 0.21558 0.29155 -1.39965 -0.18 0.09 -0.56 -0.02
C 1.09489 2.24913 -2.96173 -0.20 0.34 -0.19 -0.32
C 3.00089 0.13800 0.20075 1.15 -0.97 -2.71 -0.25
H -4.36166 -0.15984 0.39742 -0.14 -0.35 0.09 0.05
C 2.05474 -2.04975 -0.70726 -0.83 -0.65 -0.22 -0.17
H -1.38909 2.14722 1.05836 -0.37 -0.39 0.74 -0.06
C 3.60957 -0.45754 1.47982 0.36 -0.04 0.20 -0.19
H -1.50157 -0.11728 2.93232 -0.30 0.08 -0.05 0.01
F -4.68417 2.11742 2.08682 -1.68 -0.46 0.40 -0.04
H 1.27774 3.10240 -3.64694 0.07 -0.48 0.36 0.04
H 0.63261 -0.59794 3.36641 -0.01 -0.04 -0.66 0.11
H -4.03180 -1.60950 -0.61417 -0.38 0.05 0.20 0.02
C 2.73631 -0.58151 2.75919 0.05 0.51 -0.15 -0.21
P -0.51772 1.42639 -3.51781 0.76 -0.14 1.33 0.89
C -1.85084 -0.22997 -1.49568 -1.57 0.40 1.72 -0.31
H 3.19167 -1.33280 3.41190 -0.17 -0.14 -0.03 0.13
C -3.88846 -1.15390 0.37075 -0.51 0.02 -0.87 -0.36
H 1.01714 2.66685 -1.93653 -0.11 -0.26 -0.58 0.02
H 3.48751 1.07325 -0.17379 -0.75 -0.63 0.54 0.12
H 1.25567 -2.33818 -1.41649 0.27 0.28 0.30 0.11
H 2.58808 -2.72187 1.26079 0.07 -0.04 0.17 0.10
H -2.39780 -1.65826 2.87381 0.20 0.29 -0.57 0.05
H 1.21728 0.21973 -4.84930 -0.29 0.00 -0.04 0.03
H -3.29028 -0.13390 2.67877 0.83 0.03 -0.13 0.03
H -2.63669 0.56156 -1.46903 0.72 -0.57 -0.69 0.06
H -0.22330 -2.11748 1.61632 0.18 0.94 -0.33 0.03
H -0.50488 2.12648 -0.45612 0.02 0.11 -0.14 -0.06
Hg 1.06481 0.69685 1.05656 -3.54 2.41 -1.44 1.24
H -0.19658 -0.88584 -2.68652 -0.09 0.60 0.46 0.07
H -0.46137 -0.38425 -5.12069 0.18 0.18 -0.16 0.03
```
Forces are in eV/Å.

Density functional theory data (ωB97M-V with the def2-TZVPD basis set) for a molecular structure, C33H35OReSi.

Results
* charge: -1
* expectation value of S²: 3.775
* E_LUMO (spin up / spin down): 2.7 / 2.7 eV
* orbital gap (spin up / spin down): 3.406 / 5.761 eV
* F_max: 0.0943 hartree/bohr
* 2S+1: 4
* HOMO level (spin up / spin down): -0.667 / -3.098 eV

XYZ file:
```
71
Properties=species:S:1:pos:R:3:forces:R:3:lowdin_charge:R:1
H -0.00914 4.53347 -2.98805 0.51 -0.10 -0.28 0.10
C -0.57674 -3.62476 3.51844 0.01 -0.10 -0.04 -0.10
C -1.11459 -4.82693 3.04594 0.00 0.12 -0.18 -0.12
C -2.41433 -2.71741 -3.33460 0.06 0.15 0.21 -0.10
H -4.53192 -2.50566 -3.72301 0.20 0.07 0.16 0.09
H -1.74856 -5.91666 1.28056 0.06 0.14 0.17 0.09
C 2.04314 -3.17232 -0.44599 0.28 0.09 -0.58 -0.09
H 1.66605 1.72866 3.71646 -0.02 -0.15 -0.57 0.10
H 1.91022 -0.72612 2.54583 0.20 0.15 -0.14 0.08
H -1.89567 4.45322 -1.23359 0.04 0.13 0.20 0.10
C -0.52738 -2.72399 1.25797 0.02 -0.34 -0.15 -0.29
H -0.62984 2.27962 -2.49129 0.43 -0.26 0.40 0.12
H 1.14896 -0.69328 -2.62351 0.22 -0.18 0.21 0.10
H -0.36050 -2.79358 -2.70763 -0.34 0.14 0.11 0.09
H -0.99642 5.96962 -1.45023 -0.06 0.03 0.10 0.08
C 1.84095 1.54212 2.65116 1.33 -0.22 -0.51 -0.25
Re 0.03100 0.97544 1.34228 1.96 -2.89 -3.37 1.23
C -3.70589 -2.27047 -3.04989 0.13 0.08 0.08 -0.12
H -3.09525 -0.71393 -0.08430 0.08 -0.14 -0.28 0.07
H -2.60176 1.19797 0.13943 0.00 0.10 0.27 0.08
H -1.35709 -5.63429 3.74096 0.07 0.23 -0.19 0.09
H -2.21653 -3.31509 -4.22472 -0.11 0.11 0.14 0.09
C 0.21796 4.32280 -0.82147 -0.11 0.81 -1.19 -0.59
H 1.09603 1.85828 -2.03572 -0.30 -0.03 0.06 0.10
C -3.93294 -1.52841 -1.88591 0.17 -0.05 0.05 -0.10
H -1.34171 5.41874 0.19836 -0.24 -0.13 -0.20 0.08
C -0.83020 2.24371 2.79605 -1.54 0.81 0.78 -0.25
C -1.50089 2.52241 1.56467 -1.05 0.83 1.23 -0.22
H -1.25293 -4.06731 -0.27694 0.04 0.03 0.27 0.10
C -1.35610 -2.41222 -2.46864 -0.56 0.04 -0.30 -0.11
H -4.93660 -1.17792 -1.64271 0.17 -0.13 -0.08 0.09
H 1.28638 6.06103 -0.31256 -0.02 0.01 0.02 0.09
H 3.15157 2.27624 -0.36381 -0.35 -0.07 0.18 0.09
C -1.05467 -3.93559 0.78834 -0.11 -0.37 0.84 -0.10
C -1.10109 5.08289 -0.81744 0.01 0.17 0.09 -0.04
C 0.29083 2.59536 -1.96524 -0.54 -0.22 0.62 -0.13
H 1.72974 4.17771 -2.46589 -0.21 0.20 -0.19 0.11
C -1.02442 0.85214 3.11037 -1.90 0.40 1.32 -0.27
C 2.36979 0.45404 0.66272 0.95 0.81 0.10 -0.23
C 1.93508 0.22859 2.02899 0.54 -0.02 0.09 -0.33
H 1.74051 -3.62777 0.50062 0.11 0.16 -0.31 0.10
H 0.18757 -1.67995 3.03213 -0.32 -0.22 -0.30 0.07
C 3.12108 -3.70994 -1.16046 -0.06 0.18 0.07 -0.10
C 3.51404 -3.14569 -2.37613 -0.01 -0.01 0.12 -0.12
H -0.31729 2.98465 3.39040 -0.03 -0.05 0.07 0.10
C 1.32875 -2.07810 -0.95839 -0.08 -0.38 -0.18 -0.33
C -2.06331 1.30731 1.07258 -0.68 0.35 -0.56 -0.28
C 1.72186 -1.52099 -2.19204 0.50 -0.56 0.09 -0.14
C -0.26475 -2.59222 2.63270 -0.15 -0.34 -0.07 -0.11
C -1.56743 -1.65406 -1.30685 -0.05 -0.38 0.17 -0.27
H -1.68109 3.50956 1.17386 0.31 -0.08 -0.17 0.08
H 2.60875 -0.32457 -0.05941 -0.14 0.42 0.34 0.07
H 3.11012 -1.59675 -3.83858 -0.01 -0.18 0.21 0.09
C 1.22663 5.02172 0.02939 0.34 0.35 0.20 -0.03
H -2.20703 -0.73383 2.03389 0.04 0.09 0.02 0.09
H 2.22229 4.58716 -0.07200 -0.15 -0.08 0.18 0.07
O 0.01401 2.93679 -0.54815 0.46 -0.69 -1.78 -0.19
C -1.80622 0.27122 2.04418 -0.88 -0.73 1.25 -0.31
C 2.36231 2.50046 1.71720 0.57 -0.20 0.40 -0.19
C 2.66361 1.83813 0.50902 0.88 -0.56 0.19 -0.20
C -2.88000 -1.24004 -1.01340 -0.08 -0.28 -0.49 -0.10
H 0.90979 5.03335 1.07529 0.17 -0.11 -0.02 0.09
H 3.64782 -4.57415 -0.75312 -0.04 0.19 -0.15 0.09
C 2.81635 -2.04758 -2.88838 -0.33 0.17 0.15 -0.10
H -0.39749 -3.47923 4.58737 -0.04 -0.14 -0.30 0.09
C -1.34169 -4.98528 1.67491 0.10 0.29 -0.07 -0.10
Si -0.16733 -1.37784 -0.04194 0.18 2.13 0.79 0.72
H 4.36621 -3.55670 -2.92246 -0.25 0.10 0.15 0.09
H -0.72417 0.35145 4.02380 0.13 0.04 -0.18 0.10
C 0.66248 4.02982 -2.28837 -0.21 0.31 0.82 -0.08
H 2.58907 3.53492 1.94693 -0.29 -0.09 -0.05 0.07
```
Forces are in eV/Å.

Density functional theory data (ωB97M-V with the def2-TZVPD basis set) for a molecular structure, C14H11IrN6O2.

Results
* charge: +2
* expectation value of S²: 6.048
* E_LUMO (spin up / spin down): -7.4 / -9.4 eV
* orbital gap (spin up / spin down): 5.980 / 6.248 eV
* F_max: 0.0033 hartree/bohr
* 2S+1: 5
* HOMO level (spin up / spin down): -13.369 / -15.643 eV

XYZ file:
```
34
Properties=species:S:1:pos:R:3:forces:R:3:lowdin_charge:R:1
N -0.28679 -0.05629 1.12891 0.01 -0.01 0.01 0.14
H 2.03917 0.32230 2.29184 0.02 0.01 0.00 0.14
O 0.49535 1.95315 -1.74055 -0.05 -0.03 0.08 -0.02
N 0.86896 -0.18225 0.55787 -0.05 0.05 0.11 -0.22
H -1.80334 -1.22619 -2.84448 0.00 -0.01 0.00 0.16
C -1.30585 -0.31699 0.30992 0.00 0.00 0.01 -0.23
N -1.01702 -0.66907 -1.00719 -0.02 -0.07 -0.04 -0.06
H 4.65511 0.43473 2.00865 0.00 0.00 0.00 0.14
N 1.17085 2.92405 -1.97031 0.11 -0.04 -0.10 -0.15
C 4.09601 -0.49544 -1.66600 0.00 -0.01 -0.01 -0.09
Ir 1.04476 -0.61402 -1.27564 -0.01 0.06 -0.16 1.30
C -3.67463 -0.55336 -0.15553 0.00 0.00 -0.01 -0.14
C -3.01410 0.10957 2.07612 -0.01 0.00 0.00 0.02
H -4.62355 0.42351 3.43370 0.00 0.00 0.00 0.13
C 5.39168 -0.30221 -1.21110 0.00 0.00 -0.01 0.00
C -4.34065 0.14988 2.42692 0.01 0.00 0.01 -0.01
C -2.65800 -0.24655 0.76493 0.00 0.00 0.00 -0.07
H -6.37902 -0.12457 1.78881 0.00 0.00 0.00 0.13
C 4.52965 0.17438 0.96693 0.00 0.00 -0.01 0.03
H 6.21441 -0.41795 -1.90115 0.00 0.00 0.00 0.13
C -5.34005 -0.16119 1.49125 0.00 -0.01 -0.01 0.00
C 2.08378 0.07903 1.24186 0.04 -0.02 -0.01 0.03
C -5.01774 -0.51373 0.19876 0.03 0.01 0.01 0.02
H 3.90504 -0.75956 -2.69852 0.00 0.00 0.00 0.13
O 1.81405 3.63612 -1.30294 -0.04 0.03 0.03 0.19
H -2.23777 0.34677 2.78907 0.00 0.00 0.00 0.13
N -3.28016 -0.90309 -1.44639 0.00 0.00 -0.01 0.17
N 3.03224 -0.37016 -0.87645 -0.05 0.00 0.01 -0.11
H 6.60984 0.18780 0.49892 0.00 0.00 0.00 0.13
C 5.60561 0.03704 0.12798 -0.01 0.00 0.02 -0.01
C 3.21876 -0.03085 0.46642 0.02 0.01 0.06 -0.26
C -2.01597 -0.94842 -1.82085 0.01 0.02 0.00 -0.08
H -3.99341 -1.13216 -2.12824 0.00 0.00 0.00 0.19
H -5.78723 -0.75428 -0.52349 -0.01 0.00 0.00 0.13
```
Forces are in eV/Å.

Question: charge of number 1 (C16H31F3HgP2)?
Answer: 0

Question: The lowest F_max belongs to which entry?
Answer: C14H11IrN6O2

Question: Which of these has the highest F_max?
Answer: C33H35OReSi